A 2-piece molecular cluster, C2HCl2F3 overall at a distorted geometry. Source: the OMol25 dataset; level of theory: ωB97M-V with the def2-TZVPD basis set.

Positions of all 8 atoms, in Å:
F -0.9755 -0.5431 1.8423
F 1.0416 1.2139 -1.1822
C 1.1932 0.2569 -0.3850
F 1.1672 -0.9495 -1.0709
H 2.0864 0.2174 0.3095
C -1.0551 -0.0991 0.4908
Cl -1.5289 -1.4935 -0.4788
Cl -1.9289 1.3969 0.4744

Properties
Energy above the lowest of the compared OMol25 structures with the same formula, charge and spin = 41.1 kJ/mol
Spin multiplicity = 1
Gap between HOMO and LUMO (spin up / spin down) = 8.67 / 8.83 eV
F_max = 5.53 eV Å⁻¹
HOMO level (spin up / spin down) = -9.3 / -9.3 eV

Mulliken atomic charges, in units of e: -0.222 -0.138 0.277 -0.204 0.236 0.238 -0.093 -0.093

A 4-piece molecular cluster, H8O4 overall at a distorted geometry. Source: the OMol25 dataset; level of theory: ωB97M-V with the def2-TZVPD basis set.

Positions of all 12 atoms, in Å:
O 2.1565 -0.2686 -0.1679
H 1.5402 0.4854 -0.2613
H 2.6777 -0.0075 0.6103
O 0.2679 1.8089 0.1684
H -0.6422 1.3291 0.3515
H -2.2487 -0.2542 0.8673
H -1.5052 -0.3951 -0.6047
O -0.3728 -1.6142 0.1560
H 0.0266 2.3774 -0.6683
H -0.3288 -2.5702 -0.4029
O -2.0916 0.3219 -0.1708
H 0.5204 -1.2127 0.1224

Properties
Energy above the lowest of the compared OMol25 structures with the same formula, charge and spin = 178.0 kJ/mol
SMILES = O.O.O.O
Spin multiplicity = 1
Gap between HOMO and LUMO = 11.69 eV
F_max = 5.73 eV Å⁻¹
HOMO level = -11.2 eV

Mulliken atomic charges, in units of e: -0.739 0.428 0.324 -0.781 0.403 0.364 0.449 -0.767 0.336 0.341 -0.780 0.422

C20H12ClIMoNO12S2 as an isolated structure at a distorted geometry. Source: the OMol25 dataset; level of theory: ωB97M-V with the def2-TZVPD basis set.

Positions of all 50 atoms, in Å:
H -5.6115 1.5463 0.2483
C 2.8159 1.7037 -1.8725
C 0.4682 -2.6017 1.2825
H 1.1372 -5.2748 3.2565
C -6.4890 -0.1147 -0.7949
C -3.8667 -0.8011 -1.4440
C 0.9368 -5.3415 1.1171
H -2.8491 -1.0772 -1.6855
O -3.2115 2.0521 0.6732
C 4.1661 3.5711 -0.9918
O 3.4505 1.6266 -2.8871
H -7.5123 0.1385 -0.5559
C -3.0400 1.2114 -0.1621
C -4.1259 0.3307 -0.6824
C -4.9147 -1.5976 -1.8799
C 4.6128 4.3949 0.0224
H 0.6911 -5.0774 -0.9986
Cl -7.5305 -2.2342 -2.1049
S 0.0119 -0.8988 1.5881
O 1.6549 -1.9026 -1.8628
C 0.9483 -4.7125 2.3513
C 0.4724 -3.2300 0.0385
H 1.1123 -6.4064 1.0378
O -0.1934 -3.4403 -2.4397
H 0.7038 -2.8417 3.3813
H -4.7244 -2.4862 -2.4651
C 0.7016 -4.6001 -0.0292
C -6.2122 -1.2423 -1.5535
H 2.8445 3.0675 2.6034
Mo -0.0931 0.6698 -1.2449
C 4.1205 4.1868 1.3014
C -5.4357 0.6664 -0.3553
C 0.7081 -3.3505 2.4277
O 0.7222 -0.1038 0.5065
S 0.3573 -2.4431 -1.5683
C 3.2015 3.1962 1.5928
C 3.2371 2.5688 -0.7251
O 5.4451 5.8868 2.1183
H 2.0397 1.5970 0.7757
N 4.6007 5.0514 2.3875
O 0.5946 -0.5555 2.8546
O -1.8398 0.9721 -0.7054
C 2.7524 2.3835 0.5636
H 5.3266 5.1843 -0.1562
O 1.6989 1.0005 -1.6771
O -0.6512 -1.3108 -1.4290
H 4.5255 3.6881 -2.0044
O -1.4143 -0.8199 1.4535
I -0.5053 2.9105 -2.8114
O 4.1621 4.8597 3.5050

Properties
Energy above the lowest of the compared OMol25 structures with the same formula, charge and spin = 0.0 kJ/mol
Spin multiplicity = 1
Gap between HOMO and LUMO (spin up / spin down) = 6.86 / 6.87 eV
F_max = 1.17 eV Å⁻¹
Total charge = -1
HOMO level (spin up / spin down) = -6.2 / -6.2 eV

Mulliken atomic charges, in units of e: 0.466 -0.102 0.099 0.382 -0.633 -0.037 -0.595 0.567 -0.583 -0.693 -0.589 0.413 0.141 0.190 -1.018 -0.476 0.501 -0.234 1.495 -0.649 -0.578 0.224 0.379 -0.755 0.501 0.452 -0.751 0.529 0.518 1.396 0.181 -0.448 -0.732 -0.549 1.484 -0.871 0.381 -0.624 0.840 1.005 -0.800 -0.018 -0.047 0.481 -0.129 -0.536 0.481 -0.630 -0.417 -0.609

Q: spin multiplicity of number 2 (H8O4)?
A: 1